1.
Molecular formula: C2H8OS2
Method: DFT, wB97M-V/def2-TZVPD

## Properties
structure (SMILES)	CCO.SS
energy relative to the best compared isomer or geometry (same formula, charge and spin)	169.6	kJ/mol
spin multiplicity	1
total energy	-25920.177	eV
net charge	0
HOMO level	-8.40	eV

XYZ file:
```
13
Properties=species:S:1:pos:R:3:forces:R:3:nbo_charge:R:1
C -1.0611 -0.3764 -0.0815 -0.8545 0.1925 0.6922 -0.63
C -1.1652 -1.8907 0.3117 1.1968 1.6313 1.2953 -0.07
O -2.4121 -2.2533 -0.2285 1.3715 2.4344 -1.7750 -0.71
H -0.2708 0.2108 0.4171 0.3063 -0.6952 -0.5318 0.21
H -1.9756 0.1360 0.3957 0.9598 -0.9413 -1.1804 0.21
H -1.0602 -0.2703 -1.1903 0.0041 0.1871 0.8854 0.21
H -0.2598 -2.5649 0.0517 -1.5343 1.0731 -0.1222 0.16
H -1.1942 -1.8471 1.4420 -0.0846 -0.4960 -0.9367 0.15
H -2.7039 -3.0007 0.1780 -1.3499 -3.3715 1.6759 0.46
S 3.9298 3.6140 0.1705 1.4653 1.4846 -1.1930 -0.13
S 2.4524 2.3200 0.4799 -2.0272 -1.6903 -0.1552 -0.14
H 3.4675 3.8085 -1.0943 0.6119 0.5500 0.5735 0.14
H 2.2532 2.1140 -0.8520 -0.0651 -0.3586 0.7719 0.14
```
Forces are in eV/Å.

***

2.
Molecular formula: C2H8OS2
Method: DFT, wB97M-V/def2-TZVPD

## Properties
structure (SMILES)	CSSC.O
energy relative to the best compared isomer or geometry (same formula, charge and spin)	69.1	kJ/mol
spin multiplicity	1
total energy	-25921.220	eV
net charge	0
HOMO level	-7.95	eV

XYZ file:
```
13
Properties=species:S:1:pos:R:3:forces:R:3:nbo_charge:R:1
C -0.0961 1.0878 2.1764 -0.7675 0.7489 0.2420 -0.75
S -0.1983 0.6338 0.4408 0.5773 -0.3136 -0.3911 0.05
S -2.0645 1.2846 -0.1866 -0.5780 0.7024 0.2934 0.07
C -2.2042 0.1958 -1.6162 0.3709 -1.1446 2.0484 -0.74
H 0.7728 1.7240 2.3189 0.1184 -0.1683 0.0499 0.23
H -0.1035 0.2408 2.8404 0.2885 -0.4874 0.0415 0.23
H -0.9644 1.6783 2.4801 0.0142 0.0601 -0.2587 0.24
H -1.8137 -0.7418 -1.2076 -0.0261 -0.1450 -0.5391 0.23
H -1.6040 0.5409 -2.3979 0.7558 0.4668 -1.3374 0.21
H -3.2175 0.0156 -1.8965 -0.7414 0.2712 -0.1557 0.24
O 3.8920 -2.5815 -0.7933 -0.2950 0.3088 -0.1428 -0.93
H 4.5240 -1.9784 -1.1847 0.5806 -0.0241 -0.0432 0.46
H 3.0774 -2.0999 -0.9740 -0.2977 -0.2753 0.1929 0.46
```
Forces are in eV/Å.

***

3.
Molecular formula: C2H8OS2
Method: DFT, wB97M-V/def2-TZVPD

## Properties
structure (SMILES)	CSS.CO
energy relative to the best compared isomer or geometry (same formula, charge and spin)	120.4	kJ/mol
spin multiplicity	1
total energy	-25920.688	eV
net charge	0
HOMO level	-8.29	eV

XYZ file:
```
13
Properties=species:S:1:pos:R:3:forces:R:3:nbo_charge:R:1
C 1.4478 -2.1571 -0.8437 -0.7835 0.0630 0.5446 -0.74
S 1.5462 -0.3450 -0.5970 0.3995 -0.5024 0.5597 0.10
S 2.0573 -0.3951 1.4656 -0.0151 0.1936 -0.5433 -0.16
H 2.1871 -2.4697 -1.5705 0.0036 -0.1286 0.0124 0.23
H 0.4334 -2.4822 -1.0994 0.1680 0.3838 -0.4825 0.23
H 1.5766 -2.6418 0.1225 0.5486 0.0291 -0.0480 0.23
H 1.3955 0.7183 1.8188 -0.0972 -0.0777 -0.0616 0.13
C -1.9569 1.9383 -0.0144 0.7873 -0.3327 0.4274 -0.25
O -1.4299 0.6125 -0.0393 -1.0424 0.2886 -1.5529 -0.73
H -2.1163 2.2258 1.0283 -0.3966 0.2638 -0.2044 0.16
H -1.2259 2.6270 -0.4480 -0.0759 0.0836 -0.0334 0.16
H -2.8670 1.9752 -0.6080 -0.0992 -0.0388 0.1715 0.18
H -1.0480 0.3938 0.7852 0.6030 -0.2254 1.2103 0.46
```
Forces are in eV/Å.